# 1
DFT (ωB97M-V/def2-TZVPD) results for a molecular structure, C19H32InNO4P2.

CARTESIAN COORDINATES (ANGSTROEM)
C  -0.87897  -1.34490  -3.78290
C  -0.65132  -1.22150  -2.41154
N  -0.80321  -0.06547  -1.75120
C  -1.22671  1.01320  -2.42295
C  -1.57241  0.95450  -3.77328
C  -1.36570  -0.22942  -4.47481
C  -0.24058  -2.45978  -1.62612
P  0.21317  -2.22281  0.18690
In  -0.89439  -0.01957  0.72165
P  -0.41628  2.39559  -0.12050
C  -1.34402  2.32356  -1.68968
C  0.46686  -0.05503  2.51160
C  -0.09102  -0.52247  3.68539
C  0.60090  -0.35188  4.89784
C  1.84725  0.27863  4.90144
C  2.41917  0.69983  3.69745
C  1.73786  0.50091  2.47998
O  4.27036  -1.96713  -3.82322
O  2.82683  2.16945  -2.62585
H  -0.66985  -2.28292  -4.27563
H  -1.97092  1.86313  -4.23314
H  -1.68512  -0.31281  -5.49752
C  -0.71056  -3.70395  0.73275
C  1.99314  -2.60010  0.47912
H  -0.96209  3.13781  -2.32197
H  -2.39238  2.55894  -1.44747
H  0.55896  -3.02572  -2.05345
H  -1.05650  -3.16788  -1.64331
C  -1.20844  3.64848  0.90906
C  1.15247  3.15204  -0.55479
H  -1.06433  -1.01278  3.68086
H  0.15723  -0.70686  5.82375
H  2.37614  0.43460  5.84293
H  3.39897  1.17872  3.68573
H  2.21135  0.79251  1.53475
H  3.26505  1.65204  -1.92630
H  3.58520  2.42392  -3.18444
H  3.93200  -2.15433  -2.91352
H  3.51251  -2.27522  -4.37989
H  6.23937  -0.18383  1.65163
H  -0.38232  -4.54316  0.09356
H  -0.49909  -3.88912  1.79779
H  -1.77561  -3.47838  0.55464
H  2.13777  -3.69711  0.52458
H  2.63522  -2.15656  -0.30634
H  2.27595  -2.15068  1.44828
H  0.99461  4.09017  -1.10438
H  1.78214  3.33542  0.32414
H  1.68925  2.48290  -1.22933
H  -1.28472  4.58813  0.34558
H  -2.19907  3.29785  1.21472
H  -0.59651  3.80181  1.80816
C  -4.98515  -0.14770  1.55131
C  -3.49151  -0.14344  1.32041
O  -2.94172  -1.12799  0.70921
O  -2.80898  0.89310  1.64748
H  -5.34362  -1.16163  1.70732
H  -5.52887  0.25331  0.68693
H  -5.23774  0.46160  2.41660

## Properties
net charge	0
LUMO (spin up / spin down)	0.0057 / 0.0068	Eh
HOMO level (spin up / spin down)	-3.68 / -7.66	eV
E_tot	-53649.694	eV

Partial atomic charges computed with the Löwdin method, in multiples of e: atom 1 (C): -0.072, atom 2 (C): -0.357, atom 3 (N): -0.029, atom 4 (C): -0.382, atom 5 (C): -0.069, atom 6 (C): -0.141, atom 7 (C): -0.264, atom 8 (P): 0.870, atom 9 (In): 0.660, atom 10 (P): 0.843, atom 11 (C): -0.285, atom 12 (C): -0.314, atom 13 (C): -0.143, atom 14 (C): -0.092, atom 15 (C): -0.106, atom 16 (C): -0.101, atom 17 (C): -0.164, atom 18 (O): -0.091, atom 19 (O): -0.077, atom 20 (H): 0.098, atom 21 (H): 0.109, atom 22 (H): 0.075, atom 23 (C): -0.256, atom 24 (C): -0.230, atom 25 (H): 0.095, atom 26 (H): 0.101, atom 27 (H): 0.071, atom 28 (H): 0.078, atom 29 (C): -0.249, atom 30 (C): -0.252, atom 31 (H): 0.092, atom 32 (H): 0.096, atom 33 (H): 0.098, atom 34 (H): 0.092, atom 35 (H): 0.086, atom 36 (H): 0.052, atom 37 (H): 0.065, atom 38 (H): 0.033, atom 39 (H): 0.053, atom 40 (H): 0.009, atom 41 (H): 0.054, atom 42 (H): 0.052, atom 43 (H): 0.045, atom 44 (H): 0.052, atom 45 (H): 0.042, atom 46 (H): 0.035, atom 47 (H): 0.065, atom 48 (H): 0.055, atom 49 (H): -0.004, atom 50 (H): 0.054, atom 51 (H): 0.035, atom 52 (H): 0.057, atom 53 (C): 0.007, atom 54 (C): -0.645, atom 55 (O): -0.075, atom 56 (O): -0.089, atom 57 (H): 0.081, atom 58 (H): 0.094, atom 59 (H): 0.082


# 2
DFT (ωB97M-V/def2-TZVPD) results for a gas-phase ion, C5H11IN (charge +1).

CARTESIAN COORDINATES (ANGSTROEM)
C  -0.42948  -1.84681  -0.95902
N  -0.72449  -0.91739  0.16858
C  0.33624  -0.45963  1.08408
C  -0.00954  1.01801  0.94029
C  0.95388  1.95991  0.33231
I  -0.89670  1.78782  2.74481
C  -1.03020  0.51298  -0.16362
H  0.47705  -1.34526  -1.34483
H  -0.20557  -2.92226  -0.60090
H  -1.27999  -1.82729  -1.72774
H  -1.45464  -1.34161  0.66439
H  1.37188  -0.73842  0.75246
H  0.35755  -0.75163  2.21082
H  1.77533  2.21059  1.11032
H  0.27842  2.85536  0.31389
H  1.42216  1.86120  -0.64205
H  -2.02992  0.82502  -0.03923
H  -0.92184  0.51772  -1.25013

## Properties
net charge	+1
LUMO	-0.1274	Eh
HOMO level	-13.48	eV
E_tot	-14945.556	eV
relative energy (zero: lowest compared OMol25 entry of this formula, charge and spin)	166.5	kJ/mol

Partial atomic charges computed with the Löwdin method, in multiples of e: atom 1 (C): 0.028, atom 2 (N): -0.132, atom 3 (C): -0.163, atom 4 (C): -0.875, atom 5 (C): -0.144, atom 6 (I): 0.976, atom 7 (C): -0.079, atom 8 (H): 0.108, atom 9 (H): 0.144, atom 10 (H): 0.139, atom 11 (H): 0.160, atom 12 (H): 0.156, atom 13 (H): 0.139, atom 14 (H): 0.118, atom 15 (H): 0.083, atom 16 (H): 0.091, atom 17 (H): 0.109, atom 18 (H): 0.140


# 3
DFT (ωB97M-V/def2-TZVPD) results for C24H35N5O2 in the gas phase.

CARTESIAN COORDINATES (ANGSTROEM)
C  4.22386  0.67373  2.75622
C  3.99479  -0.72527  2.19924
C  3.26931  -0.65170  0.84957
N  2.83242  -1.91215  0.26269
C  3.91326  -2.83088  -0.06642
C  4.83459  -2.29029  -1.15918
C  5.73787  -3.38855  -1.70696
C  1.78124  -2.56429  1.03067
C  0.89228  -3.46949  0.15961
C  0.65594  -2.89443  -1.24310
N  0.39106  -1.47604  -1.20513
C  -0.83440  -0.94907  -1.31194
O  -1.84049  -1.59236  -1.55268
C  -0.90922  0.55869  -1.08723
C  -1.67173  0.80997  0.23397
C  -2.43043  2.14567  0.11666
O  -1.95078  3.18179  0.52672
N  -3.62091  2.05927  -0.51993
C  -4.27681  0.82082  -0.95097
C  -5.47358  1.26014  -1.80866
C  -5.55903  2.73380  -1.54907
C  -6.51911  3.63658  -1.94892
C  -6.36653  4.97234  -1.59998
C  -5.26588  5.38354  -0.86830
C  -4.29190  4.48229  -0.46147
C  -4.45352  3.15329  -0.80927
N  -0.76680  0.82237  1.34877
C  -0.75392  -0.07938  2.37820
C  0.27744  0.28863  3.19104
N  0.89287  1.38970  2.68539
C  0.24893  1.68641  1.59057
H  4.74002  0.62251  3.71199
H  3.27115  1.17963  2.90001
H  4.82992  1.26224  2.07020
H  4.95259  -1.23702  2.08174
H  3.38761  -1.29722  2.90350
H  3.91477  -0.15373  0.12162
H  2.38245  -0.02444  0.98219
H  4.50972  -3.10083  0.82033
H  3.45120  -3.74921  -0.43616
H  4.22179  -1.87993  -1.96447
H  5.45580  -1.48558  -0.76397
H  5.14772  -4.18616  -2.15337
H  6.40535  -2.98930  -2.46676
H  6.34267  -3.81626  -0.91014
H  2.18307  -3.16526  1.86225
H  1.15905  -1.77977  1.46849
H  -0.06376  -3.59119  0.67080
H  1.33520  -4.46017  0.05141
H  -0.20410  -3.38009  -1.70838
H  1.54143  -3.05239  -1.86232
H  1.18199  -0.92310  -0.90761
H  -1.45440  1.00399  -1.92123
H  0.07808  1.01618  -1.03588
H  -2.37883  -0.00832  0.40122
H  -4.62240  0.27441  -0.06581
H  -3.59648  0.17493  -1.50780
H  -6.38834  0.73933  -1.52662
H  -5.29509  1.06955  -2.86934
H  -7.37350  3.30920  -2.52227
H  -7.11148  5.69243  -1.90289
H  -5.15862  6.42470  -0.60404
H  -3.43755  4.80494  0.10822
H  -1.45854  -0.88410  2.43631
H  0.61744  -0.16581  4.09985
H  0.47327  2.52072  0.95885

## Properties
net charge	0
LUMO	0.0255	Eh
HOMO level	-8.40	eV
E_tot	-37002.996	eV
relative energy (zero: lowest compared OMol25 entry of this formula, charge and spin)	95.5	kJ/mol

Partial atomic charges computed with the Löwdin method, in multiples of e: atom 1 (C): -0.108, atom 2 (C): -0.236, atom 3 (C): -0.208, atom 4 (N): -0.200, atom 5 (C): -0.213, atom 6 (C): -0.245, atom 7 (C): -0.112, atom 8 (C): -0.202, atom 9 (C): -0.148, atom 10 (C): -0.165, atom 11 (N): 0.085, atom 12 (C): -0.493, atom 13 (O): 0.048, atom 14 (C): -0.014, atom 15 (C): -0.169, atom 16 (C): -0.374, atom 17 (O): 0.092, atom 18 (N): 0.035, atom 19 (C): -0.099, atom 20 (C): -0.081, atom 21 (C): -0.168, atom 22 (C): -0.034, atom 23 (C): -0.092, atom 24 (C): -0.080, atom 25 (C): 0.004, atom 26 (C): -0.140, atom 27 (N): -0.033, atom 28 (C): -0.069, atom 29 (C): -0.157, atom 30 (N): 0.061, atom 31 (C): -0.171, atom 32 (H): 0.069, atom 33 (H): 0.042, atom 34 (H): 0.072, atom 35 (H): 0.100, atom 36 (H): 0.103, atom 37 (H): 0.115, atom 38 (H): 0.097, atom 39 (H): 0.124, atom 40 (H): 0.113, atom 41 (H): 0.112, atom 42 (H): 0.101, atom 43 (H): 0.070, atom 44 (H): 0.069, atom 45 (H): 0.073, atom 46 (H): 0.123, atom 47 (H): 0.093, atom 48 (H): 0.111, atom 49 (H): 0.102, atom 50 (H): 0.120, atom 51 (H): 0.115, atom 52 (H): 0.120, atom 53 (H): 0.133, atom 54 (H): 0.121, atom 55 (H): 0.142, atom 56 (H): 0.135, atom 57 (H): 0.105, atom 58 (H): 0.120, atom 59 (H): 0.123, atom 60 (H): 0.112, atom 61 (H): 0.099, atom 62 (H): 0.103, atom 63 (H): 0.101, atom 64 (H): 0.118, atom 65 (H): 0.098, atom 66 (H): 0.130


# 4
DFT (ωB97M-V/def2-TZVPD) results for 2 unconnected molecules or ions with the total composition C5H12S2.

CARTESIAN COORDINATES (ANGSTROEM)
C  2.61024  2.97713  0.78202
C  1.56356  2.22182  0.49548
C  0.27515  2.71833  -0.06820
H  3.48855  2.56249  1.26038
H  2.58105  4.04542  0.59198
H  1.67910  1.14321  0.59420
H  -0.54430  2.54349  0.63528
H  0.31204  3.78824  -0.27334
H  0.00447  2.21474  -0.99861
C  -1.58277  -2.96655  -1.70655
C  -1.28314  -2.81728  -0.23060
S  -0.36463  -1.25117  0.08074
S  -1.02926  -0.77117  1.97780
H  -0.67842  -3.15690  -2.28017
H  -2.07865  -2.09829  -2.13000
H  -2.22630  -3.83661  -1.84235
H  -0.67444  -3.62824  0.15242
H  -2.19175  -2.72112  0.35751
H  0.13948  -0.96753  2.60200

## Properties
net charge	0
LUMO	0.0201	Eh
HOMO level	-8.87	eV
E_tot	-27049.379	eV
relative energy (zero: lowest compared OMol25 entry of this formula, charge and spin)	81.2	kJ/mol

Partial atomic charges computed with the Löwdin method, in multiples of e: atom 1 (C): -0.022, atom 2 (C): -0.258, atom 3 (C): -0.122, atom 4 (H): 0.048, atom 5 (H): 0.054, atom 6 (H): 0.072, atom 7 (H): 0.068, atom 8 (H): 0.069, atom 9 (H): 0.069, atom 10 (C): -0.185, atom 11 (C): -0.609, atom 12 (S): 0.390, atom 13 (S): 0.312, atom 14 (H): 0.068, atom 15 (H): 0.066, atom 16 (H): 0.073, atom 17 (H): 0.063, atom 18 (H): 0.045, atom 19 (H): -0.202


Question: What is the net charge in the fourth record?
Answer: 0


Question: Which formula does entry 2 have?
Answer: C5H11IN


Question: The lowest E_tot belongs to which entry?
Answer: C19H32InNO4P2